Below is a 2-piece molecular cluster, C4H17N3Si4 overall in a non-equilibrium geometry, with properties calculated with wB97M-V/def2-TZVPD.

The geometry in XYZ format:
```
28
Properties=species:S:1:pos:R:3:forces:R:3
C -2.9694 -2.6991 1.9465 -0.464 -0.023 -3.189
C 3.2728 2.4374 -2.2010 0.416 -2.706 3.040
C -2.3402 -1.5604 2.1959 -0.859 0.410 1.396
C 3.2337 1.5170 -1.2149 1.653 -0.340 0.139
N -1.2995 0.5738 -1.1461 0.493 -2.072 -0.011
N -1.9480 -0.5818 1.2892 1.356 0.756 -0.069
N 2.1895 0.6927 -0.8072 -1.222 0.922 -1.770
Si -0.9637 0.7049 2.0790 -1.244 -0.755 0.486
Si 2.3287 -0.7458 0.0701 0.353 -0.719 0.471
Si -1.8879 -0.8908 -0.3904 -0.936 -1.156 -0.241
Si -0.0922 0.8650 -2.2536 3.520 1.875 2.067
H -3.3838 -3.3269 2.7043 0.042 -0.270 0.255
H -3.2112 -2.9176 0.8253 0.378 -0.031 2.215
H 4.0977 3.0022 -2.3548 2.616 1.446 -0.337
H 2.4562 2.7375 -2.6767 -3.592 0.966 -2.176
H -2.2717 -1.2415 3.2485 0.303 -0.281 -0.382
H 4.2905 1.3912 -0.6914 -2.281 -0.184 -0.647
H -2.0304 1.1804 -1.4462 -0.966 0.622 0.236
H -0.2549 -0.0169 3.1266 0.249 -0.006 0.341
H -2.0061 1.5505 2.7045 0.213 0.266 0.009
H -0.0214 1.4436 1.2840 0.191 0.305 -0.595
H 1.3961 -0.6117 1.3183 0.708 -0.503 -0.904
H 3.8304 -0.9638 0.5138 -1.398 0.109 -0.275
H 1.8771 -1.9672 -0.8031 0.269 0.811 0.855
H -1.2021 -2.2671 -0.5851 -0.125 1.292 -0.273
H -3.2439 -0.9520 -1.0193 0.130 -0.288 0.280
H 0.2469 0.3246 -3.5495 -0.026 -0.705 -0.192
H -0.0931 2.3218 -2.1668 0.222 0.260 -0.729
```
Forces are in eV/Å.

As for the spin multiplicity: 1. The HOMO-LUMO gap is 6.753 eV. The HOMO energy is -7.427 eV. The total charge is 0. For the LUMO energy, the calculation gives -0.0248 Ha.

Mulliken population analysis, charges in e, atoms 1 to 4: C -0.78; C -1.16; C 0.02; C 0.32

=====

Below is a 2-piece molecular cluster, C3H6N2 overall in a non-equilibrium geometry, with properties calculated with wB97M-V/def2-TZVPD.

The geometry in XYZ format:
```
11
Properties=species:S:1:pos:R:3:forces:R:3
C -0.8494 -0.7655 -1.1945 -0.072 0.140 -0.026
C 0.1817 -0.1620 -0.3127 -0.044 0.256 -0.049
N 0.3969 1.0730 -0.1200 -0.211 -0.177 -0.510
C 0.7775 -0.1734 2.7865 0.649 0.890 -0.268
N 1.1979 0.7149 2.1373 -0.260 -1.045 1.460
H -1.4782 -1.4083 -0.5692 0.006 0.026 -0.176
H -1.4527 0.0257 -1.6422 -0.061 -0.190 -0.099
H -0.4025 -1.3887 -1.9774 -0.042 0.101 0.170
H 0.7701 -0.8392 0.3237 -0.094 0.150 -0.348
H 1.0510 1.1616 1.1435 0.193 0.110 0.271
H -0.1925 1.7619 -0.5750 -0.064 -0.261 -0.424
```
Forces are in eV/Å.

As for the spin multiplicity: 1. The HOMO-LUMO gap is 11.118 eV. The HOMO energy is -10.364 eV. The total charge is 0. For the LUMO energy, the calculation gives 0.0277 Ha.

Mulliken population analysis, charges in e, atoms 1 to 4: C -1.00; C 0.15; N -0.47; C -0.14

=====

Below is an isolated ion of composition C4H5N2O2 and charge +1 in a non-equilibrium geometry, with properties calculated with wB97M-V/def2-TZVPD.

The geometry in XYZ format:
```
13
Properties=species:S:1:pos:R:3:forces:R:3
C -0.4608 -1.0080 -0.4336 -0.141 2.621 2.077
C 0.4139 -0.4498 1.6049 0.367 3.866 -0.850
C -0.8196 -1.9765 -1.2527 0.359 -1.651 0.216
C 0.8105 2.1471 0.4245 2.793 7.608 0.897
N -0.4496 0.3781 -0.5362 1.214 -0.810 -0.912
N 0.3488 0.9406 0.4523 -2.972 -7.680 1.126
O 0.7156 -0.3669 2.7167 0.266 0.012 -0.327
O -0.1178 -1.3265 0.8436 -0.145 -2.085 -0.242
H -0.7056 -3.0379 -1.0457 -0.028 0.358 0.528
H -1.0940 -1.7739 -2.2121 -0.885 0.770 -2.509
H 0.7879 2.8975 -0.3565 -0.421 -1.018 -1.008
H 1.2404 2.7796 1.2682 -0.902 -2.063 -0.256
H -0.6698 0.7967 -1.4733 0.496 0.072 1.261
```
Forces are in eV/Å.

As for the spin multiplicity: 3. The HOMO-LUMO gap (spin up / spin down) is 7.478 / 7.554 eV. The HOMO energy (spin up / spin down) is -11.180 / -15.648 eV. The total charge is +1. For the LUMO energy (spin up / spin down), the calculation gives -0.1361 / -0.2975 Ha.

Mulliken population analysis, charges in e, atoms 1 to 4: C 0.74; C 0.64; C -0.89; C -0.24

=====

Record-wise energy relative to the best compared isomer or geometry (same formula, charge and spin) values, in eV: 2.183; 2.095; 1.351
Record-wise calculated total energy values, in Ha: -1484.7288; -227.3478; -414.9186